(1)
C25H20N8O2S5SbTc | ωB97M-V/def2-TZVPD

Output
LUMO   -6.88 eV
Orbital gap   7.107 eV
E_HOMO   -13.99 eV
Total charge   +2

Element x y z (Å)
Sb -0.828 -4.622 -1.244
Tc 0.358 -1.051 -0.372
S -0.442 -1.174 -2.627
S -2.717 -3.202 -0.535
S -3.123 -3.115 -2.586
S 0.888 -3.396 -0.282
S -1.147 -2.999 -3.241
O 4.036 -0.324 -3.393
O 6.367 -2.614 -0.519
N -7.509 2.901 1.598
N 0.121 -1.424 1.752
N -1.209 0.084 0.286
N 0.542 0.906 -1.288
N 2.370 -0.621 0.215
N 0.292 3.146 -2.921
N -0.739 -2.428 4.204
N 5.930 -1.330 -2.339
C -1.635 1.140 -0.437
C 5.032 -0.321 0.903
C 1.422 2.455 -2.848
C -2.867 1.720 -0.200
C 4.677 -1.006 -0.254
C -4.991 1.827 1.105
C 1.554 1.328 -2.047
C -3.663 1.248 0.844
C -1.123 -1.184 2.221
C 2.717 0.098 1.290
C -6.045 1.016 1.523
C 5.745 -1.726 -1.049
C 5.365 -0.147 -2.932
C -1.900 -0.288 1.381
C -3.137 0.256 1.673
C 3.334 -1.125 -0.569
C -0.717 2.727 -2.179
C -6.505 3.673 1.209
C 4.036 0.273 1.663
C 0.925 -2.156 2.531
C -5.231 3.190 0.943
C 0.493 -2.634 3.760
C -0.609 1.613 -1.352
C -1.542 -1.713 3.441
C -7.283 1.605 1.748
H 6.622 -1.864 -2.846
H -3.677 -0.042 2.560
H 6.020 0.174 -3.742
H -2.550 -1.548 3.802
H -6.722 4.730 1.106
H 4.045 -0.805 -4.228
H -4.447 3.876 0.654
H -8.126 1.001 2.062
H 2.254 2.788 -3.455
H 6.073 -0.252 1.191
H 4.269 0.855 2.543
H -1.641 3.288 -2.242
H 2.463 0.746 -2.060
H 5.318 0.653 -2.194
H -3.212 2.540 -0.813
H 1.906 0.532 1.858
H -5.926 -0.053 1.645
H 3.008 -1.635 -1.467
H 1.163 -3.207 4.388
H 1.914 -2.383 2.162



(2)
C25H21AuN4OS2 | ωB97M-V/def2-TZVPD

Output
ΔE to the lowest compared entry with this formula, charge and spin   8.88 kcal per mole
LUMO   -8.30 eV
Orbital gap   6.271 eV
E_HOMO   -14.58 eV
Total charge   +2

Element x y z (Å)
Au 0.957 2.142 -0.294
S 0.617 0.418 2.314
S 2.904 1.995 -1.415
O 1.388 1.648 1.731
N 0.144 1.347 -1.956
N 3.055 0.766 -3.744
N 0.918 0.954 -2.980
N -1.023 2.272 0.211
C -3.319 -1.635 -3.246
C 0.900 -0.599 4.771
C -1.527 2.914 1.264
C 3.006 -0.899 5.884
C 0.874 -0.892 1.146
C -2.642 -0.825 -2.351
C -3.725 2.263 0.616
C -3.189 1.639 -0.509
C -0.010 -2.825 0.051
C 2.973 0.094 3.694
C -1.122 1.049 -1.848
C -2.891 2.909 1.510
C -1.690 0.421 -4.198
C 1.153 -2.913 -0.701
C 1.590 -0.060 3.694
C -1.820 1.633 -0.679
C 1.627 -1.032 5.872
C -1.825 0.206 -2.824
C 2.180 -1.990 -0.525
C -3.197 -1.407 -4.610
C 3.679 -0.337 4.801
C 2.047 -0.969 0.401
C 2.195 1.164 -2.810
C -0.158 -1.805 0.981
C -2.391 -0.379 -5.083
H 3.479 0.558 2.858
H 1.268 -3.715 -1.418
H -0.180 -0.681 4.756
H 2.845 -0.255 0.554
H 4.039 0.956 -3.669
H -0.798 -3.554 -0.081
H 2.712 0.319 -4.579
H 3.095 -2.082 -1.095
H 4.755 -0.233 4.827
H 1.112 -1.458 6.722
H -3.943 -2.440 -2.880
H -1.059 -1.731 1.580
H -2.311 -0.197 -6.146
H -2.719 -1.018 -1.287
H -3.827 1.197 -1.258
H -4.795 2.254 0.776
H -3.735 -2.034 -5.309
H -1.077 1.228 -4.569
H -0.825 3.427 1.909
H -3.276 3.410 2.386
H 3.567 -1.220 6.752



The highest orbital gap belongs to which entry? C25H20N8O2S5SbTc